{
  "formula": "CH7O5",
  "method": "ωB97M-V with the def2-TZVPD basis set",
  "elements": ["O", "C", "O", "H", "H", "H", "O", "H", "H", "O", "H", "H", "O"],
  "positions_angstrom": [[1.10933, 0.90814, -1.51005], [1.85724, -0.28841, -1.66579], [2.02019, -1.21279, -0.87692], [2.17076, -0.44476, -2.68775], [1.51430, 2.47021, 3.58135], [1.01963, 1.68635, 2.17081], [1.06522, 2.50225, 2.67699], [-0.00750, 0.15452, -0.90272], [-1.57132, 0.21268, -0.35728], [-1.01074, -0.44670, -0.85867], [-2.33374, -1.50797, -0.48948], [-2.80366, -1.99555, 0.92463], [-3.02971, -2.03797, -0.00514]],
  "forces_ev_per_a": [[2.1, -2.2, -0.1], [-0.7, -1.8, 2.2], [-0.6, 3.2, -1.4], [0.2, 0.9, -0.9], [-0.9, -0.8, -2.3], [0.5, -0.3, 0.9], [0.5, 1.0, 1.5], [-4.4, -2.3, 0.0], [0.7, -0.9, -0.8], [2.9, 3.7, 1.0], [-0.9, -1.2, 0.9], [0.2, 0.0, 0.1], [0.5, 0.7, -0.9]],
  "e_lumo_ev": [0.20, -4.87],
  "de_lowest_kcal_mol": 35.6,
  "homo_energy_ev": [-10.8, -10.8],
  "s2": 0.757,
  "multiplicity": 2,
  "e_tot_ev": -11383.8658,
  "homo_lumo_gap_ev": [10.99, 5.91]
}

=====

{
  "formula": "CH2BrCl2P",
  "method": "ωB97M-V with the def2-TZVPD basis set",
  "elements": ["C", "P", "Cl", "Cl", "Br", "H", "H"],
  "positions_angstrom": [[-0.91471, 0.67615, -0.26980], [1.29893, -0.94003, -0.61432], [2.61385, 0.26224, 0.23076], [0.90573, -2.16284, 0.79126], [-2.35030, -0.55620, 0.09244], [-0.56693, 1.16453, 0.68427], [-0.98658, 1.55614, -0.91462]],
  "forces_ev_per_a": [[2.2, -0.2, 1.9], [-2.0, 2.3, -2.9], [1.0, 1.1, 0.7], [-0.8, -1.9, 2.2], [0.5, 0.8, -0.5], [-0.3, -1.1, -0.6], [-0.6, -1.0, -0.9]],
  "e_lumo_ev": [-0.75, -0.86],
  "de_lowest_kcal_mol": 59.5,
  "homo_energy_ev": [-8.2, -8.5],
  "multiplicity": 1,
  "e_tot_ev": -105444.0695,
  "homo_lumo_gap_ev": [7.42, 7.63]
}

=====

{
  "formula": "C5H8N2",
  "method": "ωB97M-V with the def2-TZVPD basis set",
  "elements": ["C", "N", "C", "C", "C", "C", "N", "H", "H", "H", "H", "H", "H", "H", "H"],
  "positions_angstrom": [[1.66550, 0.80279, 0.24105], [0.33541, 0.27819, 0.42815], [-0.25448, -0.01402, 1.64606], [-1.41156, -0.72455, 1.43118], [-1.62221, -0.94258, 0.01809], [-0.50340, -0.34945, -0.47732], [-0.51539, -0.27185, -1.94255], [1.71992, 1.37953, -0.69022], [1.90009, 1.48599, 1.06288], [2.43765, 0.02118, 0.21175], [0.22504, 0.31307, 2.56256], [-2.08373, -1.03787, 2.22359], [-1.44662, -0.81133, -1.89431], [0.20522, -0.78285, -2.46106], [-0.65145, 0.65373, -2.35985]],
  "forces_ev_per_a": [[0.1, 0.1, -0.1], [-0.3, -0.2, 0.0], [0.0, 0.0, 0.1], [-0.1, 0.0, 0.2], [0.3, 0.2, 0.3], [-0.1, 0.0, 0.1], [0.0, 0.0, -0.2], [0.0, -0.1, 0.1], [0.0, -0.1, -0.1], [-0.2, 0.1, 0.0], [-0.1, 0.0, -0.1], [0.2, 0.0, -0.1], [0.3, 0.1, -0.5], [-0.1, 0.1, 0.2], [0.0, -0.1, 0.1]],
  "e_lumo_ev": 0.21,
  "de_lowest_kcal_mol": 95.3,
  "homo_energy_ev": -7.3,
  "multiplicity": 1,
  "e_tot_ev": -8290.8651,
  "homo_lumo_gap_ev": 7.48
}

=====

{
  "formula": "C14H14BrIrNO2",
  "method": "ωB97M-V with the def2-TZVPD basis set",
  "elements": ["C", "C", "C", "C", "C", "Ir", "N", "C", "C", "H", "H", "H", "H", "H", "H", "H", "H", "H", "H", "Br", "C", "C", "C", "C", "C", "C", "C", "O", "O", "H", "H", "H", "H"],
  "positions_angstrom": [[-0.46016, 0.99751, -2.06150], [0.94413, 1.05045, -1.74422], [1.10337, 1.78257, -0.52393], [-0.18927, 2.21461, -0.09351], [-1.16058, 1.76161, -1.04958], [-0.19521, -0.05399, -0.22460], [-1.71645, -1.19339, -0.33799], [-0.30249, -2.13716, -0.40905], [1.05928, -1.51096, -0.48514], [2.04165, 1.99545, -0.01481], [1.74257, 0.58637, -2.31804], [-0.39942, 2.82230, 0.78307], [-2.23250, 1.93923, -1.00198], [-0.91226, 0.51801, -2.92709], [1.48514, -1.57814, -1.49165], [-0.34696, -2.84198, 0.43536], [-2.07129, -1.42898, 0.60004], [1.68432, -1.79991, 0.36356], [-0.47768, -2.66780, -1.35603], [-1.18103, 2.41213, 3.50295], [-0.63786, 1.01233, 4.65998], [-0.78606, 1.22432, 6.04062], [-0.36551, 0.25794, 6.96468], [0.20918, -0.93618, 6.50979], [0.35298, -1.15310, 5.14140], [-0.07454, -0.20467, 4.20052], [0.12151, -0.57594, 2.74487], [0.86582, -1.52749, 2.45493], [-0.55668, 0.14681, 1.89704], [-1.22888, 2.14905, 6.39545], [-0.48593, 0.44428, 8.03328], [0.54605, -1.69685, 7.21384], [0.80757, -2.06791, 4.76423]],
  "forces_ev_per_a": [[0.3, 2.1, -0.9], [-0.3, 0.6, -0.8], [-0.1, 0.4, 0.6], [0.1, 1.6, -0.7], [0.4, 0.3, 0.0], [-0.2, 2.4, 0.0], [0.2, -2.2, 1.2], [-0.9, -4.1, -0.7], [1.3, -2.4, 0.1], [-0.3, -0.1, -0.2], [-0.3, 0.1, 0.2], [0.1, -0.4, -0.2], [0.3, -0.2, 0.0], [0.1, 0.1, 0.4], [0.1, 0.1, 0.5], [-0.2, 0.6, -0.2], [-0.2, 0.0, -0.4], [0.0, 0.3, -0.4], [-0.2, 0.2, 0.3], [0.0, 0.1, 0.4], [-1.0, 2.0, 3.4], [-0.6, 1.5, -4.4], [0.3, -0.9, 2.4], [0.8, -1.5, -2.3], [1.1, -2.3, 4.7], [-0.2, 0.6, -4.5], [-0.3, 0.4, 0.5], [-0.3, 0.4, 0.4], [0.2, -0.1, 1.2], [0.1, -0.1, -0.2], [0.0, -0.1, -0.4], [-0.1, 0.2, -0.2], [-0.1, 0.3, 0.1]],
  "e_lumo_ev": [0.50, -2.97],
  "homo_energy_ev": [-5.1, -8.7],
  "s2": 8.785,
  "multiplicity": 6,
  "e_tot_ev": -93200.7651,
  "homo_lumo_gap_ev": [5.55, 5.77]
}